[1]
# C42H94HfI3N4O7

A structure of composition C42H94HfI3N4O7 (wB97M-V/def2-TZVPD, the Open Molecules 2025 dataset).

Summary:
**Charge**: +1
**Strongest force on any atom**: 4.868 eV/A
**Highest occupied orbital energy**: -0.3485 hartree
**Energy**: -90969.6760 eV
**Multiplicity**: 1
**Frontier orbital gap**: 4.206 eV

Geometry as XYZ:
```
151
Properties=species:S:1:pos:R:3:forces:R:3:mulliken_charge:R:1
Hf -4.704 0.572 1.127 4.5 -0.3 -1.9 -0.44
I -1.902 -0.115 -0.070 -1.9 0.6 0.6 0.79
I -6.287 0.560 -1.516 0.9 0.2 2.1 -0.30
I -3.669 2.379 3.484 -1.1 -1.3 -1.6 -0.31
C -3.640 -2.590 4.258 0.0 -1.6 -0.5 -1.35
C -2.984 -2.193 2.947 0.1 -0.5 1.1 0.61
O -3.461 -0.866 2.772 -1.2 1.6 -1.6 0.43
H -3.394 -3.631 4.466 0.0 -0.1 0.2 0.42
H -4.717 -2.544 4.097 -0.1 0.1 0.3 0.33
H -3.339 -2.015 5.134 0.1 0.3 -0.3 0.30
H -3.270 -2.808 2.093 0.1 0.1 0.2 0.21
H -1.900 -2.133 3.050 0.1 -0.2 -0.3 -0.39
H -3.114 -0.444 3.561 0.0 1.1 0.3 -0.04
C -3.321 4.872 0.586 0.4 0.2 -0.5 -1.12
C -2.869 3.559 -0.086 -0.3 1.8 0.9 0.56
O -4.057 2.739 -0.122 -0.2 -1.9 0.9 0.12
H -3.493 4.787 1.659 0.1 -0.2 -0.1 0.15
H -4.247 5.225 0.133 -0.1 -0.1 -0.1 0.40
H -2.595 5.666 0.414 0.1 -0.1 0.1 0.37
H -2.048 3.120 0.480 -0.5 -0.4 -0.1 -0.05
H -2.572 3.735 -1.120 0.2 -0.1 0.1 -0.15
H -4.535 3.033 -0.900 -0.5 -0.4 -0.1 0.22
C -5.807 -3.385 -1.165 -0.2 0.1 0.0 -1.40
C -4.564 -2.616 -0.742 -0.6 -0.4 -1.4 0.33
O -4.871 -1.907 0.480 0.2 0.8 0.5 -0.01
H -6.675 -2.733 -1.263 0.1 0.2 -0.2 0.29
H -6.095 -4.146 -0.440 0.2 -0.2 0.1 0.45
H -5.635 -3.891 -2.116 0.0 0.0 0.0 0.39
H -4.279 -1.905 -1.518 0.0 0.1 0.3 0.06
H -3.754 -3.331 -0.596 0.3 0.3 0.3 0.01
H -5.191 -2.648 1.002 -0.3 0.3 0.9 0.20
C 1.925 5.749 0.777 0.1 0.6 -0.3 -1.70
C 1.416 5.167 -0.552 0.9 -0.6 -1.5 1.57
C 2.416 5.609 -1.720 0.5 -0.4 1.0 -1.46
C 3.733 4.793 -1.786 -1.0 2.3 1.0 -0.83
C 3.404 3.360 -1.815 0.3 -1.3 0.2 -0.97
C 2.433 2.813 -0.666 1.1 0.1 -1.1 2.27
N 1.222 3.679 -0.598 1.3 -0.2 -1.5 0.81
O 0.328 3.183 0.382 0.2 0.4 0.5 -0.10
C 2.099 1.363 -1.180 -0.2 0.7 0.9 -1.77
C 3.225 2.775 0.671 -0.3 0.3 -0.1 -2.05
C 0.109 5.765 -0.974 -1.9 0.1 1.0 -1.75
H 1.676 6.809 0.805 -0.5 0.1 0.1 0.50
H 3.013 5.815 0.794 0.1 -0.6 0.2 0.46
H 1.528 5.278 1.676 0.0 -0.1 -0.1 0.14
H 1.940 5.654 -2.700 -0.3 -0.5 0.1 0.44
H 2.659 6.647 -1.495 0.0 0.2 0.1 0.54
H 4.316 5.055 -0.903 0.0 -0.2 0.3 0.37
H 4.339 5.212 -2.589 0.0 -0.6 -0.4 0.44
H 4.344 2.816 -1.723 0.0 -0.4 0.2 0.58
H 3.082 3.097 -2.823 -0.7 -0.1 0.1 -0.05
H 2.991 0.790 -1.434 0.3 0.3 0.2 0.67
H 1.597 0.796 -0.395 -0.2 -0.1 0.0 -0.28
H 1.496 1.359 -2.088 -0.2 0.3 0.1 0.07
H 2.621 2.530 1.544 -0.3 -0.4 -0.2 0.28
H 4.069 2.087 0.615 0.0 0.0 0.0 0.48
H 3.587 3.770 0.930 0.3 -0.1 -0.3 0.41
H 0.119 6.846 -1.115 0.3 0.0 0.0 0.46
H -0.613 5.568 -0.182 -0.1 0.3 0.4 0.11
H -0.400 5.296 -1.816 0.7 -0.1 -0.5 0.25
H -0.250 2.623 -0.140 -0.1 -0.2 -0.1 -0.14
C 1.186 1.434 4.679 -0.5 -0.8 -0.5 -1.54
C 1.012 -0.120 4.505 0.8 0.4 -1.8 1.50
C 2.384 -0.885 4.565 0.2 0.6 2.9 -0.69
C 2.869 -0.883 6.052 -0.5 -0.1 -0.2 -0.90
C 1.809 -1.527 6.949 -0.1 1.0 -0.1 -1.23
C 0.383 -0.870 6.838 0.6 0.1 0.6 1.51
N 0.007 -0.628 5.416 1.5 -2.4 0.9 0.36
O -1.271 -0.105 5.287 -0.2 0.2 -0.4 -0.10
C -0.611 -1.862 7.432 -0.5 -0.3 -0.5 -1.96
C 0.389 0.455 7.735 0.0 -1.6 -0.3 -1.70
C 0.608 -0.418 3.028 -1.2 0.0 -0.4 -0.94
H 0.232 1.843 4.343 0.0 0.4 -0.3 0.46
H 1.978 1.792 4.022 -0.1 0.2 0.1 0.28
H 1.301 1.806 5.697 0.4 -0.3 -0.1 0.20
H 2.342 -1.933 4.269 -0.4 0.1 -0.4 -0.10
H 3.110 -0.336 3.965 -0.2 -0.1 -0.3 0.59
H 3.047 0.136 6.396 0.0 0.2 -0.1 0.36
H 3.793 -1.418 6.272 0.2 0.0 -0.6 0.41
H 2.137 -1.351 7.973 -0.1 -0.1 0.2 0.44
H 1.844 -2.611 6.842 -0.5 0.0 -0.4 0.39
H -0.665 -2.790 6.863 0.6 -0.1 -0.2 0.42
H -0.334 -2.136 8.450 -0.3 0.3 0.1 0.42
H -1.642 -1.526 7.327 0.0 0.5 0.6 0.30
H 1.260 1.073 7.517 -0.6 0.4 -0.3 0.41
H -0.614 0.880 7.691 0.3 0.7 -0.3 0.33
H 0.505 0.213 8.792 0.0 -0.5 0.0 0.50
H 0.617 -1.456 2.695 0.6 -0.5 0.8 -0.12
H 1.207 0.075 2.262 0.2 0.4 0.3 0.10
H -0.433 -0.206 2.786 -0.2 0.8 0.3 -0.01
H -1.242 0.766 5.691 -0.2 0.6 0.1 0.25
C -0.786 -1.434 -4.266 0.2 0.4 -0.4 -1.32
C -1.590 -0.358 -5.085 2.3 0.8 1.1 2.19
C -2.283 0.656 -4.151 0.8 0.2 2.2 -1.02
C -1.274 1.643 -3.462 -1.6 -0.5 -2.1 2.08
C -0.778 2.464 -4.665 1.4 -0.3 1.0 -1.65
C -0.022 1.617 -5.741 0.8 0.8 -0.2 1.52
N -0.706 0.353 -6.059 -2.6 2.2 2.5 0.47
O -0.148 -0.373 -7.048 0.9 -1.3 -0.8 -0.50
C 0.006 2.488 -7.038 1.4 -1.1 0.2 -2.00
C 1.448 1.337 -5.223 -1.1 0.0 -0.3 -1.43
C -2.649 -1.096 -5.743 -1.9 -1.2 -2.0 -2.32
H -1.365 -1.816 -3.425 -0.1 0.0 0.0 0.23
H 0.194 -1.111 -3.915 -0.2 0.4 0.2 -0.14
H -0.549 -2.258 -4.939 -0.2 -0.1 0.0 0.59
H -3.147 1.197 -4.536 0.3 0.1 -0.8 0.53
H -2.745 0.080 -3.348 0.0 -0.5 0.1 -0.12
H -0.534 1.071 -2.904 0.3 0.1 -0.3 -0.68
H -1.748 2.304 -2.736 -0.3 0.0 0.0 -1.06
H -0.106 3.187 -4.203 0.7 0.1 -0.5 0.53
H -1.510 3.123 -5.131 -0.6 -0.6 0.1 0.35
H 0.501 3.446 -6.875 -0.7 0.4 0.3 0.39
H 0.732 2.049 -7.722 -0.1 -0.4 -0.2 0.45
H -0.948 2.495 -7.565 -0.1 0.4 0.3 0.42
H 2.021 2.238 -5.001 -0.2 0.2 -0.1 0.46
H 1.337 0.773 -4.297 0.3 -0.1 0.0 0.08
H 1.999 0.751 -5.959 -0.1 -0.1 0.1 0.40
H -3.246 -0.485 -6.420 0.0 0.3 0.0 0.51
H -3.355 -1.527 -5.034 0.1 -0.1 0.2 0.24
H -2.275 -1.909 -6.366 0.1 -0.1 0.1 0.48
H -0.752 -0.273 -7.787 0.1 -0.1 -0.4 0.36
C 2.519 -4.168 1.790 0.5 -1.1 0.6 -1.86
C 1.727 -4.082 0.466 0.9 1.5 0.5 1.67
C 1.762 -2.538 0.104 -2.1 -0.9 0.0 -0.20
C 1.250 -2.222 -1.314 0.9 -0.1 0.9 1.72
C 2.064 -2.989 -2.296 0.7 -0.9 -0.7 -1.59
C 2.229 -4.515 -2.043 -1.2 0.0 -1.1 1.69
N 2.480 -4.781 -0.590 0.5 0.5 -0.7 0.29
O 2.521 -6.173 -0.348 -0.7 -0.2 -0.1 -0.51
C 1.003 -5.245 -2.650 -1.3 0.0 0.8 -1.68
C 3.385 -5.041 -2.903 1.2 -0.2 1.4 -1.94
C 0.279 -4.573 0.751 0.3 -0.1 -1.0 -1.45
H 1.974 -3.801 2.660 -0.4 0.0 -0.2 0.16
H 3.505 -3.717 1.906 0.0 0.6 -1.0 0.42
H 2.787 -5.202 2.011 -0.5 -0.3 0.1 0.52
H 0.977 -2.118 0.733 0.2 0.2 0.5 -0.66
H 2.702 -2.059 0.377 0.1 -0.2 -0.3 0.75
H 1.420 -1.159 -1.483 -0.4 0.1 -0.1 -1.21
H 0.189 -2.449 -1.416 -0.1 0.0 0.1 -0.28
H 3.066 -2.565 -2.359 0.1 0.2 0.1 0.29
H 1.615 -2.900 -3.285 0.2 0.0 -0.2 0.50
H 0.791 -5.124 -3.713 1.1 0.1 -0.3 0.48
H 1.014 -6.312 -2.432 0.1 0.0 0.0 0.38
H 0.045 -4.856 -2.305 -0.1 0.1 0.8 0.27
H 3.392 -6.131 -2.899 -0.3 0.0 -0.3 0.39
H 3.488 -4.658 -3.919 -0.6 0.1 0.1 0.33
H 4.306 -4.796 -2.376 0.3 0.3 -0.1 0.50
H -0.062 -4.340 1.759 0.1 0.2 -0.1 0.42
H 0.164 -5.648 0.608 0.4 -0.1 0.1 0.33
H -0.385 -4.142 0.001 -0.2 0.2 0.1 0.13
H 3.428 -6.389 -0.120 0.2 0.2 0.0 0.35
```
Forces are in eV/Å.



[2]
# C42H94N10O10

A cluster of 10 separate species, C42H94N10O10 in total (wB97M-V/def2-TZVPD, the Open Molecules 2025 dataset).

Summary:
**Strongest force on any atom**: 4.468 eV/A
**Highest occupied orbital energy**: -0.2830 hartree
**Energy**: -80450.4005 eV
**Multiplicity**: 1
**Frontier orbital gap**: 8.197 eV
**SMILES**: CC1(C)CCCC(C)(C)N1O.CC1(C)CCCC(C)(C)N1O.CN(C)C=O.CN(C)C=O.CN(C)C=O.CN(C)C=O.CN(C)C=O.CN(C)C=O.CN(C)C=O.CN(C)C=O

Geometry as XYZ:
```
156
Properties=species:S:1:pos:R:3:forces:R:3:mulliken_charge:R:1
C 2.074 2.500 1.468 -1.2 0.6 0.0 0.26
O 3.077 2.008 1.957 0.2 -0.2 -0.3 -0.48
N 1.284 3.396 2.168 0.8 -0.4 0.5 0.15
C 0.032 3.880 1.674 -1.5 -2.0 -1.9 -0.54
C 1.449 3.640 3.637 0.1 -0.2 -1.4 -1.01
H 1.692 2.216 0.392 0.6 1.0 1.8 0.12
H -0.119 4.909 1.950 0.0 0.5 -0.2 0.44
H -0.816 3.261 2.073 0.6 0.6 0.2 0.11
H -0.056 3.657 0.552 0.4 0.9 1.4 -0.01
H 0.690 3.062 4.177 0.4 -0.1 0.1 0.27
H 2.475 3.463 3.912 0.2 -0.7 0.2 0.25
H 1.308 4.692 3.849 -0.4 0.4 -0.2 0.41
C 4.366 0.552 -1.169 -1.5 -0.7 1.8 0.00
O 3.790 0.515 -2.240 0.5 0.1 -0.8 -0.54
N 4.640 -0.520 -0.392 1.1 -0.9 -0.2 0.15
C 5.159 -0.367 0.977 -0.4 2.1 -1.3 -0.47
C 4.511 -1.915 -0.847 -0.3 1.2 -0.9 0.21
H 4.439 1.437 -0.520 0.4 0.6 -0.6 0.25
H 5.124 0.728 1.188 -0.3 -0.9 0.3 0.13
H 6.186 -0.625 1.079 0.9 -0.7 -0.1 0.39
H 4.558 -0.954 1.634 -0.4 -0.2 0.7 0.00
H 3.803 -1.984 -1.688 0.1 0.1 0.6 -0.40
H 5.431 -2.349 -1.229 0.4 0.1 0.2 0.37
H 4.184 -2.432 0.024 -0.4 -0.9 0.4 -0.05
C -4.830 1.923 3.568 0.6 0.1 0.3 0.38
O -4.750 2.628 2.576 0.0 -0.3 -0.3 -0.82
N -5.042 2.413 4.799 -0.4 -0.2 0.9 0.24
C -5.264 1.590 5.967 -0.1 -0.8 0.1 -0.94
C -5.084 3.841 5.019 -0.5 -0.5 0.9 -1.01
H -4.619 0.843 3.593 -0.3 -0.1 -0.3 0.15
H -4.553 1.826 6.739 0.4 0.5 0.4 0.37
H -5.065 0.533 5.773 -0.2 0.1 -0.4 0.29
H -6.270 1.662 6.424 0.3 0.2 -0.5 0.32
H -4.624 4.262 4.144 -0.2 0.8 -0.2 0.27
H -6.120 4.149 5.253 0.3 0.2 -0.7 0.30
H -4.540 4.072 5.945 0.3 0.0 -0.4 0.34
C 1.586 2.956 -2.669 -0.4 1.9 -0.4 0.04
O 0.758 3.090 -1.777 0.3 -0.3 -0.3 -0.56
N 1.608 3.757 -3.802 -0.6 -0.7 1.8 0.20
C 2.344 3.327 -4.957 1.5 0.1 -0.7 -0.87
C 0.516 4.712 -3.952 -0.1 -0.2 -0.7 -0.95
H 2.461 2.329 -2.594 0.3 -0.8 0.0 0.30
H 3.005 4.151 -5.344 -0.5 -0.6 0.4 0.33
H 1.649 3.098 -5.784 0.3 -0.4 0.3 0.33
H 3.056 2.464 -4.708 -1.3 1.0 -0.3 0.22
H -0.349 4.220 -4.416 -0.1 0.0 0.2 0.31
H 0.210 5.188 -3.017 0.3 -0.4 0.0 0.23
H 0.814 5.489 -4.650 0.2 0.2 -0.1 0.39
C 4.962 -4.370 2.510 1.0 0.9 -0.8 0.06
O 5.070 -3.173 2.825 -1.2 -1.9 -0.2 -0.47
N 3.841 -5.117 2.194 1.9 -0.5 0.5 0.27
C 2.501 -4.662 2.323 -0.2 0.6 0.4 -0.94
C 3.974 -6.566 2.032 1.9 0.7 0.6 -0.97
H 5.955 -4.901 2.287 -1.4 0.0 0.4 0.24
H 1.968 -5.309 3.025 0.0 0.5 0.4 0.49
H 1.922 -4.712 1.407 0.2 0.0 -0.5 0.35
H 2.626 -3.626 2.606 -0.8 0.3 0.5 0.03
H 5.003 -6.732 1.691 -0.3 -0.2 -0.2 0.32
H 3.914 -7.153 2.981 -0.6 0.5 -0.7 0.30
H 3.290 -6.827 1.258 -0.5 -0.8 -0.3 0.35
C 3.695 -1.098 4.999 0.6 0.7 0.4 0.01
O 2.650 -0.789 4.469 -0.3 0.3 -0.3 -0.58
N 4.727 -0.261 5.326 -1.9 0.6 -0.2 0.23
C 4.586 1.101 4.835 0.9 0.1 -1.9 -0.66
C 5.921 -0.794 5.880 1.6 -1.1 -1.0 -0.90
H 3.896 -2.110 5.275 0.2 -1.1 0.3 0.34
H 4.934 1.864 5.515 -0.1 0.0 0.4 0.42
H 3.580 1.248 4.481 -0.6 0.1 0.7 -0.03
H 5.082 1.269 3.829 0.2 -0.4 1.1 0.24
H 5.844 -1.890 5.816 -0.1 0.2 0.4 0.27
H 6.728 -0.599 5.172 0.3 0.2 0.0 0.36
H 6.322 -0.513 6.868 -1.0 0.3 -0.1 0.28
C -0.391 -2.836 2.950 0.2 1.2 1.4 0.75
O -1.007 -3.269 2.023 -0.5 -0.6 -2.1 -0.70
N -0.523 -3.340 4.189 0.5 -0.7 -0.7 0.15
C -1.423 -4.496 4.376 0.7 1.3 -0.2 -1.09
C 0.089 -2.672 5.284 -2.0 -0.3 2.4 -0.96
H 0.248 -1.917 2.923 -0.1 -0.6 -0.1 -0.12
H -1.305 -5.220 3.561 0.0 0.2 0.4 0.28
H -2.431 -4.098 4.379 -0.4 -0.3 0.0 0.31
H -1.165 -4.872 5.348 -0.1 -0.6 0.3 0.44
H 0.441 -1.708 5.039 0.7 0.9 -0.7 0.33
H -0.725 -2.465 6.046 0.8 -0.2 -0.5 0.34
H 0.855 -3.222 5.821 0.3 -0.3 -0.2 0.27
C 0.037 0.568 2.791 -1.6 1.7 -0.1 -0.17
O -0.963 1.111 3.327 1.6 -1.1 -0.9 -0.64
N 0.178 0.355 1.458 0.3 0.6 1.5 1.16
C -0.739 0.857 0.491 -1.7 -1.6 1.2 -0.87
C 1.302 -0.352 0.938 -1.1 -1.2 -1.9 -1.48
H 0.944 0.354 3.354 0.1 -0.4 0.2 0.47
H -1.071 0.007 -0.122 -0.3 0.3 0.0 0.25
H -0.211 1.524 -0.100 0.6 1.5 -1.5 0.20
H -1.572 1.311 1.040 0.1 -0.1 -0.5 0.09
H 0.885 -1.327 0.606 0.8 -0.2 0.6 0.42
H 1.709 0.022 -0.013 -0.3 0.7 0.3 0.30
H 2.098 -0.337 1.620 1.1 -0.6 1.1 0.37
C 1.671 -2.231 -7.260 -0.7 -0.9 -1.8 -2.14
C 1.529 -1.968 -5.846 0.7 2.1 3.9 2.03
C 1.008 -0.463 -5.735 -0.3 -1.3 -1.4 -1.69
C 0.599 0.000 -4.361 0.1 -0.9 -0.1 0.45
C -0.365 -1.040 -3.747 0.4 -0.3 -1.6 -0.83
C 0.202 -2.550 -3.779 -0.3 1.4 1.4 2.40
N 0.579 -2.901 -5.130 0.5 0.6 -2.3 -0.07
O 1.201 -4.219 -5.254 -1.0 0.5 0.6 -0.47
C 1.285 -2.752 -2.691 0.6 0.8 -0.9 -1.47
C -0.949 -3.414 -3.301 0.3 -1.3 -0.1 -2.32
C 2.955 -2.111 -5.184 0.2 -0.6 1.0 -1.38
H 2.036 -3.227 -7.405 0.2 -0.7 -0.3 0.53
H 2.414 -1.564 -7.687 -0.2 0.2 -0.2 0.38
H 0.690 -2.148 -7.754 0.4 0.1 -0.2 0.45
H 1.855 0.130 -6.160 -0.9 -0.2 0.1 0.35
H 0.102 -0.474 -6.429 1.1 0.5 0.7 0.33
H 0.177 0.999 -4.393 -0.4 0.1 0.0 0.56
H 1.497 0.109 -3.767 0.3 -0.2 0.5 -0.62
H -1.362 -0.973 -4.298 1.2 -0.3 0.7 0.27
H -0.486 -0.733 -2.726 -0.5 -0.3 0.7 0.08
H 2.041 -1.927 -2.634 -0.8 -0.7 0.0 -0.63
H 0.753 -2.859 -1.764 0.1 0.1 0.6 0.78
H 1.777 -3.697 -2.921 0.2 0.0 0.2 0.48
H -1.708 -3.486 -4.056 -0.7 0.2 -0.4 0.57
H -0.615 -4.466 -3.136 -0.1 0.7 0.1 0.42
H -1.347 -3.027 -2.360 -0.1 -0.1 -0.2 0.32
H 3.255 -1.418 -4.342 -0.8 -0.6 -0.9 0.04
H 3.778 -2.050 -5.901 -0.3 0.1 -0.2 0.53
H 2.956 -3.160 -4.793 0.5 1.0 -0.2 0.26
H 0.495 -4.708 -5.700 0.2 0.0 0.1 0.37
C -4.619 -0.705 -1.073 -2.1 -0.1 -1.3 -2.03
C -4.645 0.682 -1.770 -1.3 -1.8 -1.8 2.25
C -5.753 0.588 -2.901 -0.7 -0.6 1.3 -1.19
C -6.342 1.909 -3.398 -0.4 -0.1 -1.6 -0.57
C -6.753 2.813 -2.279 2.5 0.8 1.3 -1.21
C -5.491 3.037 -1.351 -0.2 1.3 -1.0 1.43
N -5.047 1.737 -0.814 -0.5 -0.4 -0.4 -0.02
O -3.904 1.935 -0.060 1.3 0.3 1.5 0.23
C -4.319 3.755 -2.103 0.8 -0.2 3.6 -1.68
C -5.930 4.052 -0.221 -0.3 -1.9 0.6 -1.77
C -3.273 0.777 -2.491 -0.9 0.7 0.6 -2.25
H -3.716 -0.922 -0.630 2.3 -0.2 1.0 0.39
H -4.791 -1.536 -1.822 0.1 1.0 0.6 0.31
H -5.344 -0.804 -0.272 -0.5 0.1 -0.1 0.46
H -5.370 -0.079 -3.696 -0.1 0.5 0.2 0.33
H -6.615 0.044 -2.450 0.5 0.1 -0.2 0.39
H -7.266 1.733 -3.991 0.6 -0.3 0.0 0.39
H -5.644 2.407 -4.094 -0.2 0.0 0.3 0.25
H -7.505 2.352 -1.656 -0.5 0.0 0.1 0.37
H -7.009 3.849 -2.566 -0.4 -0.7 -0.2 0.38
H -4.048 3.502 -3.051 0.2 -1.4 -2.8 0.49
H -4.551 4.787 -2.158 -0.1 1.3 0.2 0.53
H -3.342 3.604 -1.504 -1.7 0.5 -0.7 0.04
H -6.356 4.998 -0.579 0.4 -0.3 -0.3 0.43
H -6.716 3.589 0.417 0.4 0.1 -0.4 0.39
H -5.100 4.208 0.462 0.2 0.4 -0.1 0.29
H -2.622 1.206 -1.763 0.9 0.7 0.0 0.12
H -3.430 1.342 -3.378 0.4 1.1 -0.6 0.40
H -2.805 -0.120 -2.864 -0.5 -0.9 0.4 0.73
H -4.158 2.035 0.878 -0.3 0.0 -0.2 0.16
```
Forces are in eV/Å.